# 1
{"formula": "C11H20BBrF8O4P", "method": "ωB97M-V with the def2-TZVPD basis set", "elements": ["C", "C", "C", "C", "C", "C", "B", "Br", "P", "O", "O", "O", "H", "H", "H", "H", "H", "H", "H", "H", "H", "H", "H", "H", "H", "H", "H", "H", "C", "C", "C", "F", "F", "F", "F", "O", "C", "C", "F", "F", "F", "F", "H", "H", "H", "H"], "xyz": [[2.5600, 1.6376, 2.7330], [2.9671, 0.1566, 2.8027], [2.2166, -0.7715, 1.8423], [0.6951, -0.7127, 1.9534], [0.1347, -1.4304, 3.1901], [-1.0910, -0.7048, 3.7666], [-2.4296, -0.9157, 2.8462], [-3.9963, -1.6534, 3.9910], [-3.0915, 0.6911, 1.9733], [-4.3651, 0.7006, 1.2325], [-3.0330, 1.9678, 2.9830], [-1.8027, 1.1700, 1.0432], [2.1622, 1.9961, 3.6810], [3.4074, 2.2748, 2.4804], [1.7907, 1.8110, 1.9814], [4.0340, 0.0745, 2.5858], [2.8433, -0.2179, 3.8200], [2.5415, -0.5665, 0.8173], [2.5221, -1.7999, 2.0604], [0.2656, -1.1696, 1.0581], [0.3545, 0.3208, 1.9606], [0.9279, -1.5563, 3.9359], [-0.1803, -2.4329, 2.8925], [-1.2898, -1.0487, 4.7822], [-0.8343, 0.3598, 3.8670], [-2.2404, -1.7097, 1.9451], [-2.1240, 2.1884, 3.2120], [-1.3944, 0.3746, 0.6731], [-0.8579, 0.5613, -2.9258], [0.3857, -0.1606, -2.3935], [1.7548, 0.3988, -2.7962], [1.9268, 0.3171, -4.1350], [2.7216, -0.3332, -2.2014], [0.3315, -1.4775, -2.6656], [0.3431, 0.0094, -1.0405], [-1.4596, -0.0320, -4.0616], [-1.1651, 0.3433, -5.3276], [-0.7924, -0.8682, -6.1986], [0.3038, -1.4775, -5.7097], [-0.5168, -0.4379, -7.4528], [-0.2132, 1.2946, -5.3900], [-2.2869, 0.8689, -5.8892], [-1.5998, 0.4713, -2.1336], [-0.6501, 1.6197, -3.0798], [1.8498, 1.4406, -2.4807], [-1.6259, -1.5716, -6.2284]], "forces_ev_per_a": [[0.02, -0.01, -0.04], [0.03, -0.02, 0.01], [0.00, -0.08, 0.03], [0.07, -0.28, 0.00], [-0.17, 0.17, 0.00], [-0.04, 0.06, -0.23], [0.01, 0.01, 0.03], [-0.02, -0.04, 0.02], [0.30, 0.07, 0.20], [-0.04, 0.00, -0.06], [-0.19, 0.18, 0.11], [0.02, -0.27, -0.27], [-0.06, 0.00, 0.03], [0.04, 0.02, -0.01], [-0.01, 0.01, -0.04], [0.05, -0.07, 0.03], [-0.06, 0.04, 0.06], [-0.08, 0.09, -0.03], [0.10, -0.04, -0.09], [-0.02, 0.03, 0.02], [0.05, 0.11, -0.01], [0.00, 0.12, 0.07], [0.11, -0.12, 0.09], [-0.06, -0.10, 0.01], [0.04, 0.01, 0.07], [-0.04, 0.02, -0.01], [-0.02, -0.10, 0.00], [0.01, 0.14, 0.05], [-0.19, 0.21, 0.09], [-0.01, 0.10, -0.02], [-0.09, 0.00, -0.04], [0.05, -0.05, 0.01], [0.02, 0.00, -0.02], [0.00, 0.00, 0.03], [0.04, -0.08, 0.06], [0.27, -0.46, -0.04], [-0.15, 0.18, -0.10], [-0.07, 0.05, 0.08], [0.04, 0.02, 0.03], [0.00, -0.01, 0.01], [-0.02, -0.03, -0.02], [0.02, 0.11, -0.04], [-0.03, 0.05, -0.02], [0.04, -0.01, 0.00], [0.01, 0.00, -0.01], [0.02, -0.03, 0.00]], "charge": -1, "homo_lumo_gap_ha": 0.281, "spin_multiplicity": 1, "e_homo_ev": -5.2, "lumo_ev": 2.4}

***

# 2
{"formula": "C11H20BrCaClFN3O5", "method": "ωB97M-V with the def2-TZVPD basis set", "elements": ["C", "C", "C", "C", "N", "C", "C", "C", "O", "O", "C", "H", "H", "H", "H", "H", "H", "H", "H", "H", "H", "H", "H", "F", "Ca", "C", "C", "N", "H", "H", "H", "C", "N", "O", "O", "H", "H", "H", "O", "H", "H", "Cl", "Br"], "xyz": [[-1.0777, -1.0196, 4.1284], [-1.4822, 0.0899, 3.9327], [-1.8960, 1.4630, 3.6152], [-1.0228, 1.8655, 2.4822], [0.1999, 2.3165, 2.6469], [0.8449, 2.5680, 1.3408], [0.1411, 1.4266, 0.5678], [0.4112, 1.2906, -0.9245], [0.3086, -0.0193, -1.4329], [1.2780, -0.8084, -0.7639], [-1.2993, 1.7767, 1.0234], [-0.5438, -1.9397, 4.0953], [-2.9459, 1.5158, 3.3404], [-1.6857, 2.1025, 4.4744], [0.6206, 2.4605, 3.5529], [0.5512, 3.5413, 0.9547], [1.9059, 2.3462, 1.3706], [0.3361, 0.5318, 1.1894], [1.4454, 1.6019, -1.0912], [-0.2472, 1.9205, -1.5157], [1.4304, -1.6168, -1.3223], [-2.0590, 1.0595, 0.7189], [-1.5860, 2.7518, 0.6139], [3.1737, 1.0610, 0.4088], [2.4530, -0.5846, 1.2314], [1.0461, -4.7969, -2.1692], [0.7930, -4.1912, -0.8725], [0.5955, -3.6797, 0.1435], [2.0594, -4.5533, -2.4721], [0.9491, -5.8850, -2.1004], [0.3380, -4.4252, -2.8961], [-2.9684, -0.5204, -2.5123], [-4.1538, -0.3523, -1.6216], [-5.0954, -1.0905, -1.7825], [-4.0960, 0.5283, -0.7767], [-3.1702, -1.3321, -3.1997], [-2.8260, 0.4167, -3.0421], [-2.1096, -0.7453, -1.8848], [4.6569, 2.7058, -1.6121], [3.9953, 2.4295, -0.9660], [5.4605, 2.8049, -1.0944], [3.8057, -2.8356, -2.3013], [1.4655, -2.1789, -3.4773]], "forces_ev_per_a": [[0.60, 0.09, -0.58], [-0.34, 0.06, 0.05], [0.42, -0.17, 0.24], [-0.10, 0.99, -0.05], [-0.67, 0.05, -0.02], [0.33, -1.53, -0.06], [-1.03, 0.96, 0.16], [1.50, -0.09, 0.29], [-0.99, -0.18, 0.01], [0.31, 0.34, 1.43], [-0.03, -1.00, -0.24], [-0.29, -0.29, 0.36], [-0.07, 0.04, 0.02], [-0.25, 0.09, 0.06], [0.08, 0.15, 0.00], [0.29, 0.16, 0.00], [0.22, 0.69, 0.08], [0.20, -0.15, -0.77], [-0.01, 0.24, -0.11], [-0.21, -0.18, -0.12], [-0.28, 0.16, -1.29], [-0.12, -0.08, 0.23], [-0.06, 0.09, 0.07], [0.22, 0.65, 0.41], [0.26, -1.24, -1.16], [-0.21, -1.21, 0.41], [-0.06, 0.28, 0.29], [0.21, -0.07, -0.23], [0.07, 0.12, -0.04], [-0.03, 0.03, 0.21], [-0.02, 0.07, -0.04], [-0.01, -0.11, -0.03], [0.09, -0.08, -0.11], [-0.05, 0.04, 0.06], [0.12, 0.02, 0.05], [-0.03, -0.01, 0.02], [0.04, 0.03, 0.06], [0.05, 0.07, -0.03], [-0.12, 0.29, 0.09], [0.10, -0.33, 0.00], [0.04, -0.06, -0.05], [1.07, -0.08, 1.27], [-1.24, 1.12, -0.96]], "charge": 0, "homo_lumo_gap_ha": 0.077, "spin_multiplicity": 1, "e_homo_ev": -4.7, "lumo_ev": -2.6}

***

# 3
{"formula": "C11H20BrFNO", "method": "ωB97M-V with the def2-TZVPD basis set", "elements": ["C", "C", "C", "C", "C", "Br", "C", "C", "F", "C", "C", "C", "C", "N", "O", "H", "H", "H", "H", "H", "H", "H", "H", "H", "H", "H", "H", "H", "H", "H", "H", "H", "H", "H", "H"], "xyz": [[-0.6836, -2.0790, -1.1539], [0.3587, -0.9563, -1.2041], [1.2403, -1.1892, -2.4303], [-0.3314, 0.4427, -1.3710], [-0.1930, 1.5333, -0.2727], [0.4188, 3.2058, -1.2150], [-1.5178, 1.9457, 0.4379], [-2.8315, 1.3838, -0.0497], [-2.9293, -0.0055, 0.1483], [0.9332, 1.2339, 0.7158], [0.9939, -0.2170, 1.2240], [-0.2600, -0.6812, 1.9709], [2.1893, -0.3575, 2.1517], [1.2425, -1.0393, 0.0048], [2.4332, -1.4603, -0.1744], [-0.1929, -3.0285, -0.9321], [-1.4708, -1.9063, -0.4220], [-1.1691, -2.1604, -2.1298], [0.6187, -1.1055, -3.3242], [1.6971, -2.1771, -2.4040], [2.0430, -0.4528, -2.4796], [-1.3902, 0.2562, -1.5465], [0.0532, 0.8594, -2.2968], [-1.4233, 1.7671, 1.5094], [-1.6427, 3.0241, 0.3305], [-3.6476, 1.8395, 0.5169], [-2.9937, 1.5714, -1.1148], [0.8561, 1.9186, 1.5680], [1.8964, 1.4225, 0.2371], [-0.6678, 0.1223, 2.5852], [-1.0579, -1.0097, 1.3140], [-0.0081, -1.5109, 2.6335], [3.0978, 0.0475, 1.7096], [2.3700, -1.4080, 2.3802], [1.9686, 0.1705, 3.0829]], "forces_ev_per_a": [[-0.09, -0.05, 0.05], [0.09, 0.15, 0.21], [0.07, -0.05, -0.01], [-0.10, -0.05, 0.07], [-0.03, -0.11, -0.20], [-0.05, -0.05, -0.02], [0.06, 0.01, 0.01], [-0.04, -0.15, -0.01], [0.03, 0.27, 0.02], [-0.02, 0.08, 0.23], [-0.13, 0.04, -0.34], [-0.08, -0.06, -0.04], [0.08, 0.03, 0.11], [0.10, 0.02, -0.01], [-0.14, -0.10, 0.06], [-0.01, 0.03, -0.04], [0.08, 0.02, 0.00], [0.04, 0.00, 0.03], [0.01, 0.02, 0.03], [-0.05, 0.03, -0.02], [-0.05, 0.00, -0.02], [0.10, 0.00, -0.05], [0.02, 0.01, 0.02], [-0.04, -0.12, -0.02], [0.06, 0.00, 0.14], [0.05, -0.04, -0.07], [0.02, -0.03, 0.07], [0.03, -0.02, -0.08], [-0.06, 0.01, -0.01], [0.13, -0.01, 0.09], [-0.04, 0.08, -0.07], [-0.01, -0.02, -0.08], [-0.03, 0.01, 0.03], [-0.03, 0.06, -0.01], [0.01, 0.01, -0.05]], "charge": 0, "s_squared": 0.75, "homo_lumo_gap_ha": [0.313, 0.372], "spin_multiplicity": 2, "e_homo_ev": [-7.8, -9.4], "lumo_ev": [0.7, 0.7]}

***

# 4
{"formula": "C11H20ClNO3S", "method": "ωB97M-V with the def2-TZVPD basis set", "elements": ["C", "C", "O", "O", "C", "C", "C", "C", "C", "C", "C", "N", "C", "O", "C", "S", "H", "H", "H", "H", "H", "H", "H", "H", "H", "H", "H", "H", "H", "H", "H", "H", "H", "H", "H", "H", "Cl"], "xyz": [[-4.0603, 1.9021, -2.7506], [-3.4769, 0.5263, -2.5176], [-4.0440, -0.4917, -2.8268], [-2.2347, 0.4463, -1.9197], [-1.2465, -0.1377, -2.7493], [-0.8244, -1.4875, -2.1941], [-0.1660, -1.4173, -0.8111], [0.9326, -0.3147, -0.7082], [2.2057, -0.8336, 0.0041], [2.4329, -0.2429, 1.4019], [2.7792, 1.2136, 1.5513], [2.6623, 1.4851, 2.7988], [2.1712, 0.3817, 3.6669], [1.1072, 0.9395, 4.4185], [1.5075, -0.5970, 2.5852], [-0.2633, -0.3180, 2.3802], [-4.3310, 2.3186, -1.7723], [-4.9514, 1.8066, -3.3670], [-3.3422, 2.5838, -3.2169], [-0.4303, 0.5960, -2.8344], [-1.5850, -0.3126, -3.7792], [-0.1115, -1.9549, -2.8937], [-1.7015, -2.1349, -2.0872], [-0.9580, -1.1689, -0.0979], [0.2362, -2.3957, -0.5282], [0.5085, 0.5919, -0.2628], [1.2228, -0.1060, -1.7435], [2.2065, -1.9206, 0.1115], [3.0733, -0.5483, -0.6055], [3.3946, -0.7004, 1.7215], [3.1212, 1.9006, 0.7840], [2.8909, 2.4194, 3.1281], [2.9159, -0.0557, 4.3366], [1.4004, 1.8125, 4.7077], [1.7285, -1.6039, 2.9459], [-0.7722, -0.6943, 3.5733], [-3.9980, -1.4872, -0.4494]], "forces_ev_per_a": [[0.28, -0.01, 0.73], [-0.74, -1.86, -0.56], [0.59, 1.71, -1.27], [-0.09, 1.56, -0.66], [0.11, -0.62, -0.20], [0.64, -0.29, 0.27], [-0.51, 0.94, 0.27], [0.05, -1.52, -0.56], [-0.35, 1.24, 0.16], [0.68, -1.00, -1.04], [-0.98, -1.80, 0.62], [1.04, 1.01, -0.45], [-2.97, 0.57, -0.24], [1.18, 0.09, 0.23], [1.18, 0.51, 1.81], [-0.23, 0.06, -0.96], [-0.01, 0.04, -0.17], [0.07, -0.04, 0.09], [-0.01, -0.17, 0.06], [0.04, -0.26, 0.16], [-0.34, 0.17, 0.23], [-0.16, 0.11, -0.04], [-0.05, 0.23, -0.21], [-0.05, -0.32, -0.15], [-0.03, 0.09, -0.08], [0.21, 0.00, -0.04], [0.04, 0.35, 0.21], [-0.06, 0.12, -0.13], [0.04, -0.23, 0.21], [-0.05, 0.11, -0.05], [-0.06, 0.09, 0.19], [-0.04, -0.18, 0.32], [0.38, 0.16, -0.49], [-0.34, -0.09, 0.52], [-0.18, -0.03, -0.35], [0.64, -0.03, -0.08], [0.07, -0.70, 1.64]], "charge": 0, "homo_lumo_gap_ha": 0.090, "spin_multiplicity": 1, "e_homo_ev": -5.0, "lumo_ev": -2.6}